(1)
This record from the OMol25 dataset describes the ion C5H10N with charge +1 in a non-equilibrium geometry. The level of theory is ωB97M-V/def2-TZVPD.

Properties
SMILES string = CC[C@@H]1C=[N+]1C
Energy relative to the best compared isomer or geometry (same formula, charge and spin) = 65.4 kcal/mol
Orbital gap = 0.37785 Ha
Net charge = +1
HOMO level = -15.2 eV

CARTESIAN COORDINATES (ANGSTROEM)
C1 1.978 -0.131 -0.625
C2 1.382 0.518 0.592
C3 -0.146 -0.319 1.064
C4 -0.637 -1.324 0.117
N1 -1.248 -0.224 0.094
C5 -2.265 0.586 -0.431
H1 2.881 0.413 -0.894
H2 1.305 -0.093 -1.483
H3 2.261 -1.162 -0.431
H4 1.090 1.553 0.446
H5 2.005 0.414 1.473
H6 -0.363 -0.350 2.121
H7 -0.603 -2.277 -0.367
H8 -3.208 0.372 0.089
H9 -2.413 0.387 -1.496
H10 -2.018 1.637 -0.270


(2)
This record from the OMol25 dataset describes a cluster of 2 separate species, C2H8N2S2 in total in a non-equilibrium geometry. The level of theory is ωB97M-V/def2-TZVPD.

Properties
Energy relative to the best compared isomer or geometry (same formula, charge and spin) = 7.5 kcal/mol
2S+1 = 2
Orbital gap (alpha / beta) = 0.27631 / 0.13741 Ha
Net charge = +1
HOMO level (alpha / beta) = -12.3 / -12.3 eV
Expectation value of S² = 0.755

CARTESIAN COORDINATES (ANGSTROEM)
C1 0.559 -0.046 -1.764
S1 0.600 1.544 -2.554
S2 1.293 2.933 -1.346
H1 1.201 -0.700 -2.351
H2 -0.437 -0.497 -1.821
H3 0.816 0.001 -0.711
H4 0.608 2.872 -0.184
N1 -0.837 -1.876 1.545
C2 -0.818 -0.507 1.416
N2 -0.045 0.158 2.173
H5 -0.535 -2.285 2.412
H6 -1.119 -2.453 0.770
H7 -1.457 -0.238 0.563
H8 0.169 1.094 1.853


(3)
This record from the OMol25 dataset describes a cluster of 2 separate species, C10H19FNO4S in total. The level of theory is ωB97M-V/def2-TZVPD.

Properties
Energy relative to the best compared isomer or geometry (same formula, charge and spin) = 42.7 kcal/mol
Orbital gap = 0.26742 Ha
Net charge = +1
HOMO level = -12.3 eV

CARTESIAN COORDINATES (ANGSTROEM)
C1 -1.648 1.432 3.083
C2 -2.339 2.362 2.113
O1 -2.939 3.342 2.459
N1 -2.246 2.004 0.734
C3 -0.928 2.303 0.148
C4 -0.008 1.068 0.056
C5 1.368 1.255 0.704
C6 2.351 1.991 -0.214
S1 2.690 3.679 0.216
F1 3.194 3.554 1.693
H1 -1.315 0.515 2.604
H2 -0.791 1.946 3.526
H3 -2.339 1.201 3.892
H4 -2.947 2.573 0.270
H5 -1.113 2.721 -0.841
H6 -0.442 3.102 0.738
H7 0.138 0.806 -0.992
H8 -0.506 0.225 0.530
H9 1.812 0.289 0.928
H10 1.230 1.798 1.645
H11 1.991 2.079 -1.250
H12 3.347 1.540 -0.253
H13 1.424 4.054 0.516
C7 -1.629 -3.986 -1.750
C8 -0.273 -3.488 -2.167
C9 0.913 -4.281 -1.650
O2 1.931 -3.270 -1.532
C10 1.324 -2.087 -1.375
O3 1.886 -1.070 -1.079
O4 0.003 -2.184 -1.589
H14 -2.421 -3.396 -2.208
H15 -1.751 -5.023 -2.063
H16 -1.739 -3.931 -0.667
H17 -0.209 -3.369 -3.251
H18 1.257 -5.062 -2.319
H19 0.725 -4.694 -0.657


(4)
This record from the OMol25 dataset describes a structure of composition C6H7N2O3S in a non-equilibrium geometry. The level of theory is ωB97M-V/def2-TZVPD.

Properties
Energy relative to the best compared isomer or geometry (same formula, charge and spin) = 129.6 kcal/mol
Orbital gap (alpha / beta) = 0.25938 / 0.22469 Ha
Net charge = -1
HOMO level (alpha / beta) = -4.4 / -3.8 eV

CARTESIAN COORDINATES (ANGSTROEM)
C1 2.390 -0.409 1.106
C2 2.142 0.440 0.042
C3 2.297 -0.477 -1.046
C4 -2.242 0.939 0.590
C5 1.712 1.897 0.041
C6 -0.510 -0.180 -1.347
N1 2.808 -1.617 -0.699
N2 2.790 -1.613 0.679
O1 2.578 2.799 -0.040
O2 0.485 2.004 -0.075
O3 -0.798 -1.314 0.917
S1 -0.734 0.161 0.448
H1 2.198 -0.096 2.148
H2 -2.906 0.393 1.244
H3 -2.230 2.089 0.647
H4 -1.250 -0.878 -1.848
H5 -0.554 0.857 -1.827
H6 0.624 -0.461 -1.524
H7 2.948 -2.467 1.208


(5)
This record from the OMol25 dataset describes a structure of composition C8H13BaNP in a non-equilibrium geometry. The level of theory is ωB97M-V/def2-TZVPD.

Properties
Energy relative to the best compared isomer or geometry (same formula, charge and spin) = 0.0 kcal/mol
Orbital gap = 0.11082 Ha
Net charge = -1
HOMO level = -0.9 eV

CARTESIAN COORDINATES (ANGSTROEM)
C1 0.462 2.561 0.518
C2 0.289 3.958 0.681
C3 -1.035 4.308 0.285
C4 -1.718 3.128 -0.131
C5 -0.839 2.022 -0.009
Ba1 1.240 -0.902 -0.013
P1 2.452 -3.625 -0.500
H1 1.364 1.971 0.741
H2 1.046 4.650 1.047
H3 -1.455 5.312 0.300
H4 -1.055 0.965 -0.237
H5 -2.747 3.082 -0.486
H6 2.366 -4.783 0.349
H7 3.892 -3.639 -0.587
H8 2.243 -4.345 -1.732
C6 -3.110 -4.711 0.998
C7 -2.378 -4.438 -0.333
C8 -1.398 -3.398 -0.230
N1 -0.625 -2.523 -0.152
H9 -2.403 -5.030 1.771
H10 -3.859 -5.500 0.886
H11 -3.623 -3.808 1.348
H12 -1.877 -5.356 -0.681
H13 -3.109 -4.154 -1.108


(6)
This record from the OMol25 dataset describes an isolated molecule of C4H8O2. The level of theory is ωB97M-V/def2-TZVPD.

Properties
SMILES string = CC(=O)[C@@H](C)O
Energy relative to the best compared isomer or geometry (same formula, charge and spin) = 19.3 kcal/mol
Orbital gap = 0.38216 Ha
HOMO level = -9.6 eV

CARTESIAN COORDINATES (ANGSTROEM)
C1 1.905 -0.643 -0.415
C2 0.809 0.310 0.007
O1 1.022 1.494 0.168
C3 -0.594 -0.275 0.175
C4 -1.569 0.733 0.756
O2 -0.989 -0.792 -1.088
H1 2.521 -0.859 0.465
H2 2.548 -0.158 -1.154
H3 1.519 -1.583 -0.816
H4 -0.539 -1.162 0.821
H5 -1.242 1.033 1.752
H6 -2.573 0.304 0.843
H7 -1.607 1.646 0.150
H8 -1.209 -0.049 -1.663


(7)
This record from the OMol25 dataset describes a structure of composition C9H18Cl2O3PV in a non-equilibrium geometry. The level of theory is ωB97M-V/def2-TZVPD.

Properties
2S+1 = 3
Orbital gap (alpha / beta) = 0.23869 / 0.25111 Ha
Net charge = +2
HOMO level (alpha / beta) = -16.3 / -16.3 eV
Expectation value of S² = 2.030

CARTESIAN COORDINATES (ANGSTROEM)
C1 -0.697 -3.969 -3.238
C2 -0.647 -2.810 -2.326
H1 -1.732 -4.277 -3.436
H2 -0.188 -4.835 -2.784
H3 -0.226 -3.746 -4.203
O1 -1.552 -2.142 -1.865
Cl1 1.113 -2.283 -1.877
V1 0.700 -0.749 -0.261
P1 -0.116 1.178 -1.195
C3 -1.604 2.196 -0.864
C4 1.253 2.346 -0.891
H4 0.505 0.018 -3.206
H5 0.255 1.769 -3.541
H6 -1.151 0.673 -3.289
C5 -0.121 0.896 -2.989
H7 2.213 1.818 -0.951
H8 1.220 3.152 -1.636
H9 -1.666 3.044 -1.571
H10 -1.571 2.578 0.168
H11 1.172 2.761 0.122
H12 -2.502 1.571 -0.972
C6 -0.887 -1.340 0.506
O2 -1.932 -1.596 0.979
Cl2 2.723 -0.586 0.619
C7 -0.621 -0.007 4.222
C8 0.425 0.529 3.267
C9 1.777 0.832 3.855
O3 0.188 0.675 2.060
H13 -0.283 0.014 5.263
H14 -0.865 -1.045 3.959
H15 -1.528 0.602 4.129
H16 2.499 0.066 3.551
H17 2.128 1.784 3.449
H18 1.717 0.881 4.944


(8)
This record from the OMol25 dataset describes a structure of composition C17H15AsBF4FeN2O6S4. The level of theory is ωB97M-V/def2-TZVPD.

Properties
Energy relative to the best compared isomer or geometry (same formula, charge and spin) = 0.0 kcal/mol
2S+1 = 6
Orbital gap (alpha / beta) = 0.26343 / 0.25103 Ha
Net charge = -2
HOMO level (alpha / beta) = -2.8 / -2.8 eV
Expectation value of S² = 8.765

CARTESIAN COORDINATES (ANGSTROEM)
Fe1 0.291 -0.098 -0.425
O1 3.680 1.458 0.890
S1 2.260 1.280 0.983
O2 1.470 1.761 -0.171
O3 1.785 -0.096 1.235
C1 1.782 2.244 2.424
C2 2.824 2.526 3.299
C3 2.606 3.229 4.474
C4 1.330 3.663 4.782
C5 0.285 3.387 3.914
C6 0.493 2.681 2.735
S2 -0.972 2.423 1.723
O4 -2.088 2.584 2.627
O5 -0.908 3.411 0.663
O6 -0.839 1.038 1.246
H1 3.816 2.190 3.034
H2 3.434 3.431 5.141
H3 1.140 4.213 5.697
H4 -0.723 3.700 4.141
S3 -0.812 -1.666 1.058
C7 -0.649 -3.221 0.319
C8 -0.751 -4.398 1.060
C9 -0.687 -5.641 0.445
C10 -0.817 -6.826 1.246
N1 -0.914 -7.769 1.899
C11 -0.501 -5.718 -0.946
C12 -0.382 -4.551 -1.690
C13 -0.456 -3.299 -1.080
S4 -0.363 -1.841 -2.008
C14 -0.437 -6.988 -1.614
N2 -0.392 -7.999 -2.162
H5 -0.887 -4.341 2.131
H6 -0.230 -4.613 -2.758
C15 -0.745 3.083 -2.482
As1 -1.372 1.379 -1.825
C16 -1.948 0.589 -3.500
C17 -3.122 1.777 -1.094
H7 -1.549 3.545 -3.063
H8 0.123 2.890 -3.111
H9 -0.465 3.708 -1.642
H10 -2.578 1.314 -4.023
H11 -2.507 -0.324 -3.302
H12 -1.073 0.346 -4.099
H13 -3.716 2.248 -1.883
H14 -3.048 2.434 -0.234
H15 -3.581 0.836 -0.793
F1 3.563 0.832 -2.596
B1 2.463 0.009 -2.684
F2 2.648 -0.992 -3.610
F3 1.305 0.763 -2.992
F4 2.214 -0.590 -1.377